C41H42CoP2S as an isolated structure in a non-equilibrium geometry, computed with ωB97M-V with the def2-TZVPD basis set.

Calculated values
E: -4050.88347 Ha
spin multiplicity: 4
maximum force: 0.0544 hartree/bohr
total charge: 0
energy relative to the best compared isomer or geometry (same formula, charge and spin): 0.005 eV

Each line ends with the Löwdin spin population.
CARTESIAN COORDINATES (ANGSTROEM)
Co 4.419 0.641 -3.403  1.993
C 1.107 -0.554 1.074  0.075
C 2.525 -0.917 0.976  0.582
C 3.040 -2.263 0.917  0.090
C 2.930 -2.872 -0.508  0.028
C 1.550 -2.791 -1.146  0.003
C 0.408 -2.788 -0.477  0.001
C 0.160 -2.954 0.989  0.003
C 0.299 -1.642 1.817  0.026
C 2.664 2.063 -3.286  0.005
H 1.090 0.415 1.644  0.003
H 3.153 -0.293 1.639  0.020
H 2.601 -2.944 1.646  0.026
H 4.120 -2.213 1.178  0.000
H 3.619 -2.275 -1.168  0.000
H 3.357 -3.895 -0.435  0.001
H 1.616 -3.098 -2.223  0.001
H -0.536 -2.776 -1.069  0.000
H 0.875 -3.651 1.472  0.002
H -0.862 -3.352 1.176  0.001
H -0.715 -1.295 2.030  0.005
H 0.790 -1.885 2.773  0.000
H 2.644 2.507 -2.269  0.000
H 1.647 1.700 -3.480  0.002
H 2.883 2.888 -4.011  0.004
P 7.415 0.797 -3.289  0.010
P 6.407 -0.555 -5.645  0.002
C 7.805 -0.964 -3.405  0.001
C 7.478 -1.538 -4.581  0.000
C 9.216 1.396 -3.076  0.005
C 10.310 0.587 -2.726  0.001
C 11.619 1.111 -2.665  0.000
C 11.855 2.462 -2.948  0.000
C 10.765 3.281 -3.260  0.000
C 9.470 2.757 -3.333  0.000
C 6.845 0.850 -1.575  -0.002
C 5.531 0.356 -1.424  -0.002
C 4.941 0.382 -0.166  0.032
C 5.683 0.758 0.953  0.002
C 7.000 1.221 0.813  -0.003
C 7.569 1.308 -0.470  -0.001
C 7.446 -0.879 -7.251  0.001
C 8.739 -0.305 -7.329  0.000
C 9.579 -0.551 -8.422  0.000
C 9.169 -1.367 -9.479  0.000
C 7.877 -1.916 -9.433  0.000
C 7.039 -1.668 -8.331  0.000
C 5.061 -1.765 -5.891  0.000
C 3.937 -1.292 -6.577  0.000
C 2.873 -2.154 -6.867  0.000
C 2.949 -3.497 -6.457  0.000
C 4.030 -3.944 -5.707  0.000
C 5.082 -3.075 -5.391  0.000
H 8.284 -1.494 -2.585  0.000
H 7.851 -2.506 -4.922  0.000
H 10.178 -0.475 -2.496  0.000
H 12.464 0.468 -2.400  0.000
H 12.870 2.867 -2.923  0.000
H 10.934 4.340 -3.452  0.000
H 8.639 3.406 -3.593  0.000
H 5.056 -0.355 -2.261  -0.006
H 3.887 0.104 -0.093  0.023
H 5.235 0.652 1.938  0.000
H 7.572 1.523 1.687  0.000
H 8.574 1.697 -0.588  0.000
H 9.095 0.338 -6.519  0.000
H 10.580 -0.097 -8.460  0.000
H 9.830 -1.574 -10.324  0.000
H 7.535 -2.530 -10.258  0.000
H 6.043 -2.116 -8.334  0.000
H 3.889 -0.241 -6.873  0.000
H 2.010 -1.784 -7.411  0.000
H 2.144 -4.180 -6.732  0.000
H 4.069 -4.977 -5.360  0.000
H 5.895 -3.425 -4.774  0.000
S 0.033 0.109 -0.340  0.052
C -1.204 0.972 0.608  0.002
C -1.073 2.343 0.882  0.003
C -1.973 2.961 1.757  0.000
C -2.977 2.206 2.382  0.003
C -3.096 0.841 2.103  0.000
C -2.293 0.253 1.129  0.004
H -0.245 2.884 0.429  0.000
H -1.872 4.024 1.963  0.000
H -3.639 2.691 3.092  0.000
H -3.809 0.212 2.634  0.000
H -2.455 -0.771 0.787  0.000